C21H33N3O4 | ωB97M-V/def2-TZVPD

As for the LUMO energy: 0.0195 Ha. The calculation puts the total energy at -1285.2274 Ha. As for the SMILES: CCOC(=O)[C@H]1CCCN(c2c(NCCCN3CCC[C@H](C)C3)c(=O)c2=O)C1. For the maximum force, the calculation gives 0.68 eV Å⁻¹. As for the HOMO-LUMO gap: 8.250 eV. As for the spin multiplicity: 1. The HOMO energy is -7.72 eV. The net charge is 0.

Structure (XYZ):
```
61
Properties=species:S:1:pos:R:3:forces:R:3
O 0.947583 -1.582124 -0.771308 -0.298 -0.003 0.160
O -1.949182 -3.027457 -0.163039 0.209 0.269 0.008
O -0.780418 -2.325430 3.435182 0.159 -0.056 0.060
O -1.997965 -4.060734 2.700158 -0.307 -0.213 0.014
N -2.857652 -0.541390 1.650719 0.164 0.043 -0.352
N 1.279511 2.073370 -2.799386 0.082 0.001 -0.050
N 0.131613 0.889648 1.116902 -0.395 -0.049 0.201
C 2.442889 3.035588 -4.713784 0.359 0.210 0.119
C -2.920545 0.567752 2.578639 0.270 0.185 0.335
C -0.823802 -4.781073 2.314460 0.542 -0.202 -0.122
C -3.686984 -1.654318 2.057557 -0.187 -0.554 0.135
C -0.312636 -5.644806 3.457058 -0.256 0.318 -0.168
C -0.059673 -1.334008 -0.144210 0.593 -0.036 -0.279
C -3.206909 -2.199483 3.419924 -0.042 0.084 -0.029
C -1.844005 -2.846489 3.207364 -0.360 0.120 0.296
C 2.602830 0.599740 -4.201118 0.273 0.057 0.212
C -0.495544 -0.221738 0.716139 -0.400 0.005 0.300
C -1.389472 -1.992276 0.131011 -0.399 -0.529 -0.140
C -2.391251 0.143415 3.949204 -0.166 0.104 -0.040
C 3.339822 1.800482 -4.783978 -0.396 -0.073 -0.095
C -1.728535 -0.836024 0.970968 0.167 0.402 -0.152
C 0.491507 2.277706 -1.608707 -0.014 0.161 0.237
C 3.154554 4.275635 -5.244529 -0.197 -0.228 0.081
C 2.141144 0.907060 -2.779513 -0.183 -0.232 -0.292
C -3.175769 -1.068829 4.454280 0.313 -0.112 -0.073
C 1.993824 3.242986 -3.264942 -0.194 -0.031 -0.328
C 1.265422 2.550294 -0.296325 -0.095 -0.299 -0.161
C 1.408482 1.306045 0.585170 0.435 0.433 -0.126
H 1.548316 2.848495 -5.315966 -0.022 -0.004 0.047
H -1.091307 -6.325662 3.792501 -0.028 -0.098 0.039
H -1.338958 -0.128014 3.861433 -0.007 0.097 0.021
H 0.543149 -6.221973 3.119754 0.103 -0.086 -0.017
H -4.718308 -1.300824 2.149748 0.039 -0.037 -0.006
H 2.885854 3.466295 -2.649126 -0.001 0.037 0.000
H -0.326141 1.526163 1.752433 -0.002 -0.163 -0.096
H 3.627529 1.603886 -5.818771 0.085 0.033 -0.027
H -2.483802 0.967443 4.658395 0.014 0.049 0.009
H 1.580334 0.058504 -2.384708 0.070 0.041 0.083
H -3.894287 -2.987843 3.737230 0.043 0.033 -0.043
H -2.361717 1.412297 2.173667 -0.110 0.029 -0.019
H 2.498072 5.142277 -5.206209 -0.029 0.151 -0.024
H 1.819796 0.475330 0.013186 0.025 0.002 0.077
H 2.080499 1.524913 1.423179 -0.002 -0.113 -0.117
H 3.248451 -0.279435 -4.191234 -0.013 -0.066 -0.022
H -1.132422 -5.384530 1.459449 0.044 0.126 0.076
H 1.322198 4.104280 -3.208496 0.032 0.041 0.031
H 4.040801 4.490154 -4.650078 0.130 0.056 0.050
H -3.639703 -2.436916 1.299204 -0.063 0.080 0.031
H -3.971758 0.865817 2.660435 0.078 0.068 -0.065
H -2.726060 -1.432485 5.379407 -0.082 0.012 0.048
H 3.029959 1.064316 -2.141634 0.014 -0.033 0.068
H 3.463775 4.123442 -6.275968 0.065 0.038 -0.112
H -0.057309 -4.066014 2.000249 -0.147 -0.140 -0.033
H -0.133873 1.389240 -1.477914 -0.089 0.061 0.016
H -0.007274 -5.017545 4.291539 0.057 0.008 0.073
H 4.252687 1.984148 -4.210749 0.099 0.043 0.012
H -4.205389 -0.771928 4.671133 -0.028 -0.031 0.031
H 0.753548 3.327855 0.276532 0.054 0.052 0.048
H -0.174355 3.121720 -1.813851 -0.034 -0.093 0.036
H 1.728017 0.377948 -4.813762 -0.043 -0.073 -0.002
H 2.260834 2.925105 -0.534904 0.071 0.107 0.035
```
Positions in Å, forces in eV/Å.

---

C3H20O19Y | ωB97M-V/def2-TZVPD

As for the LUMO energy: 0.2356 Ha. The calculation puts the total energy at -1594.4052 Ha. For the maximum force, the calculation gives 6.23 eV Å⁻¹. As for the HOMO-LUMO gap: 5.412 eV. As for the spin multiplicity: 1. The HOMO energy is 1.00 eV. The net charge is -3.

Structure (XYZ):
```
43
Properties=species:S:1:pos:R:3:forces:R:3
Y -12.966000 -3.526000 1.730000 -2.124 -0.781 -2.465
O -12.353000 -0.219000 4.274000 0.115 0.706 0.565
O -11.150000 -3.119000 5.090000 -0.968 -0.764 1.284
O -13.850000 -3.159000 -0.146000 0.782 -3.615 -3.370
O -15.258000 -6.608000 2.135000 1.525 -0.319 1.147
O -9.224000 -2.282000 3.411000 -0.007 -0.239 -0.641
O -15.235000 -1.731000 3.618000 -1.094 0.722 0.932
O -10.342000 -0.890000 6.061000 0.136 1.332 1.019
O -14.836000 -4.426000 2.194000 -0.425 -0.208 2.022
O -12.595000 -4.395000 6.810000 -1.389 -1.724 1.713
O -11.381000 -6.855000 5.828000 0.046 0.177 -0.293
O -13.959000 -1.579000 1.183000 -0.760 2.821 1.668
O -11.282000 -4.549000 0.302000 0.820 0.236 -0.735
O -12.840000 -2.660000 3.704000 -2.514 1.936 3.135
O -11.372000 -3.952000 3.046000 2.860 -2.055 2.625
O -9.667000 -3.907000 7.045000 -0.225 -0.201 -0.251
O -13.218000 -5.719000 1.709000 3.495 -2.284 0.021
O -9.087000 -5.281000 2.525000 0.970 -0.450 -0.577
O -14.915000 -1.408000 -0.929000 0.090 0.120 1.939
O -7.832000 -3.425000 5.340000 2.261 -0.060 -0.646
C -11.865000 -3.330000 4.073000 3.074 0.066 -3.194
C -14.382000 -5.690000 2.154000 -5.557 0.868 -2.671
C -14.326000 -2.015000 0.035000 -0.402 2.041 -3.009
H -11.055000 -0.235000 6.031000 0.467 0.159 -0.396
H -8.572000 -3.577000 5.878000 -0.723 -0.489 1.636
H -12.406000 -1.178000 4.050000 -0.405 0.564 -0.034
H -14.368000 -2.094000 3.848000 -0.605 0.083 -0.472
H -8.261000 -3.006000 4.596000 0.180 0.455 -1.147
H -12.614000 -4.062000 7.713000 0.087 0.233 -0.422
H -9.931000 -4.875000 2.786000 -0.250 -0.281 0.324
H -11.247000 -5.414000 -0.120000 -0.387 -0.142 0.549
H -11.197000 -3.937000 -0.434000 -0.117 0.200 -0.183
H -10.204000 -3.991000 7.821000 -0.503 0.018 0.253
H -13.059000 -0.099000 4.923000 -0.127 -0.134 -0.493
H -10.256000 -3.673000 6.266000 0.327 -0.363 0.917
H -10.970000 -7.191000 6.619000 0.234 -0.068 0.359
H -12.119000 -3.816000 6.239000 0.697 1.472 -0.714
H -9.934000 -2.931000 3.621000 0.813 0.451 -0.601
H -8.800000 -5.946000 3.161000 -0.553 0.440 0.119
H -9.474000 -1.502000 3.898000 -0.268 0.568 0.477
H -11.399000 -5.892000 5.969000 -0.231 -0.381 -0.023
H -10.865000 -1.663000 5.850000 0.010 -0.865 -0.404
H -15.242000 -1.519000 2.673000 0.644 -0.245 0.037
```
Positions in Å, forces in eV/Å.

---

Question: Number 2 is which compound?
Answer: C3H20O19Y

---

Question: What is the spin multiplicity in the second record?
Answer: 1

---

Question: Among the records above, which one has the highest net charge?
Answer: C21H33N3O4